The following is a quantum chemistry calculation of C19H24N2O3S2 in the gas phase, from the Open Molecules 2025 dataset.

Structure (XYZ):
```
50
Properties=species:S:1:pos:R:3:forces:R:3
C -1.137 1.431 -4.126 1.1 -0.8 -0.1
H -1.480 1.883 -5.063 -0.1 -0.1 0.2
H -1.030 -1.690 3.256 0.1 -0.2 0.0
C -1.241 -3.554 0.028 -1.2 0.6 1.7
H -3.272 0.118 -3.294 -0.3 -0.9 -0.1
H -2.715 -2.089 3.721 0.5 0.2 -0.3
H 0.098 -3.557 1.533 -0.7 -0.1 0.2
N 0.522 -1.860 -0.541 0.6 0.0 -0.5
H -0.070 1.724 -3.989 -0.7 0.1 0.1
C 3.906 0.724 1.882 -0.2 1.0 0.5
H 1.342 2.539 1.908 -0.2 -0.3 0.4
O -1.400 2.041 -0.652 0.7 -1.4 -1.7
H 3.920 3.849 3.152 -0.2 0.4 0.1
C 2.217 -0.666 0.643 1.6 1.1 1.0
C 0.194 -0.537 -0.874 -2.7 0.5 -0.6
H -1.694 -0.903 -1.741 -0.3 -0.2 -0.2
C 4.215 2.930 2.694 0.0 -1.8 -0.7
H 0.499 -3.878 -1.207 0.7 -0.1 0.2
H -1.165 3.771 -2.714 0.1 0.1 -0.1
H -4.076 1.392 -2.347 -0.1 -0.2 0.6
C -0.191 -3.084 -0.981 -0.7 0.6 -0.4
H 1.813 2.706 3.646 0.0 -0.2 -0.7
C -3.392 1.168 -3.148 -0.5 0.7 -0.6
C -2.030 1.782 -2.937 1.0 0.9 -0.3
C -1.874 -3.566 2.421 0.5 0.0 0.4
C 3.241 -0.546 1.579 -1.3 0.5 -2.6
C -1.015 -0.134 -1.423 2.8 -1.4 0.4
H -2.512 3.649 -3.882 0.1 0.1 0.2
N -0.902 -3.696 1.342 1.7 0.0 -0.6
C 3.280 1.837 2.392 1.3 1.0 0.4
H -2.356 -1.437 2.099 0.3 -0.5 0.4
H -1.099 0.336 -4.259 -0.1 0.3 -0.1
H -1.580 -4.210 3.279 0.0 0.3 -0.6
C 1.594 -1.951 0.325 -0.8 -1.2 1.5
C 5.503 2.619 2.399 -1.1 -0.8 0.0
H 6.313 3.274 2.620 0.7 0.0 -0.2
O -2.413 -3.657 -0.272 -0.4 -0.1 -1.2
H 1.339 1.101 3.082 0.4 0.9 -0.8
C 1.857 2.047 2.748 -0.9 -0.6 1.0
H 3.667 -1.441 1.989 -0.1 -0.5 0.1
H -3.890 1.601 -4.039 0.5 -0.3 0.2
O 1.842 -2.973 0.955 0.3 0.0 -0.8
S 5.641 1.001 1.753 -0.4 0.4 0.3
C -2.138 3.326 -2.903 -0.5 -0.4 0.6
C -1.390 1.259 -1.628 -1.6 2.7 2.0
H -2.839 -3.930 2.070 0.1 0.1 -0.1
S 1.430 0.594 -0.350 0.5 -0.4 0.7
C -1.970 -2.111 2.898 -1.2 0.2 -0.1
H -2.824 3.676 -2.106 0.4 -0.2 -0.5
H -0.736 -2.907 -1.940 0.4 0.2 0.9
```
Forces are in eV/Å.

Values from the calculation:
energy above the lowest of the compared OMol25 structures with the same formula, charge and spin: 180.7 kJ/mol
2S+1: 1
SMILES string: CCNC(=O)Cn1c(=O)/c(=C/c2sccc2C)s/c1=C\C(=O)C(C)(C)C